The following is a DFT calculation (ωB97M-V/def2-TZVPD) of a 8-piece molecular cluster, C22H66N5O8 overall.

Summary:
**HOMO energy (alpha / beta)**: -2.08 / -7.43 eV
**Lowest unoccupied orbital energy (alpha / beta)**: 0.0118 / 0.0114 Ha
**Frontier orbital gap (alpha / beta)**: 0.0883 / 0.2845 Eh
**⟨S²⟩**: 0.751
**E_tot**: -1753.09002 hartree

```
! wB97M-V def2-TZVPD RIJCOSX def2/J DEFGRID3
* xyz 0 2
O 8.2407 29.9052 16.8422
H 7.5226 29.4419 17.2795
H 8.2862 29.6292 15.9239
H 8.0397 30.8407 16.9208
O 6.1205 26.4982 19.4177
H 5.2480 26.1430 19.2323
H 6.2387 27.2112 18.7858
H 6.0527 26.9048 20.2846
C 4.6190 30.3769 16.6356
C 4.9432 29.7986 17.9571
O 5.9918 28.8412 17.9892
H 4.0271 29.7058 16.0133
H 5.4723 30.8743 16.1745
H 3.8906 31.1569 16.8577
H 4.0635 29.2595 18.3086
H 5.0422 30.5663 18.7246
C 2.4182 27.2780 19.6598
C 2.6492 25.9284 20.2148
C 1.3712 24.9892 20.1500
O 1.6777 23.6612 20.7716
C 0.5539 22.8584 21.0550
N 3.6275 25.2777 19.3852
H 2.3172 27.2749 18.5745
H 3.1687 28.0170 19.9403
H 1.4707 27.7193 19.9690
H 2.9425 26.2007 21.2287
H 0.9578 24.9042 19.1450
H 0.6593 25.5482 20.7573
H 0.0638 23.3256 21.9092
H 0.7372 21.8456 21.4138
H -0.2342 22.7935 20.3048
H 3.1209 25.2279 18.5129
H 3.6475 24.3229 19.7138
C 5.2050 21.6746 22.4048
C 5.4953 21.4303 20.8545
C 5.1494 22.5856 20.0076
O 5.3861 22.3801 18.5914
C 4.3935 21.5291 18.0620
N 6.9008 20.9475 20.6283
H 4.1928 21.9780 22.6723
H 5.9314 22.4555 22.6296
H 5.4035 20.7497 22.9464
H 4.9836 20.5840 20.3962
H 5.6082 23.4902 20.4069
H 4.1046 22.8674 20.1380
H 4.3819 20.4545 18.2437
H 4.6178 21.3143 17.0172
H 3.3777 21.9221 18.1060
H 7.0200 20.9164 19.6258
H 7.5963 21.5914 20.9773
C 5.0739 25.0969 14.1107
C 4.2391 26.4164 14.2378
C 3.8170 26.4660 15.7081
O 2.8631 25.3999 16.0015
C 1.5587 25.5577 15.5823
N 5.1512 27.5144 13.9042
H 4.3725 24.2866 13.9118
H 5.8062 24.9052 14.8950
H 5.6200 24.9986 13.1724
H 3.3219 26.4047 13.6490
H 3.3230 27.4167 15.9089
H 4.6694 26.4994 16.3865
H 1.6001 25.8473 14.5323
H 1.0333 26.3618 16.0976
H 1.1087 24.5784 15.7454
H 4.6291 28.3681 14.0409
H 5.3805 27.7070 12.9396
C 4.9051 26.8726 23.3907
C 6.1218 27.5394 22.8123
C 7.3746 26.6763 22.8391
O 7.0580 25.5393 22.0339
C 7.9772 24.4144 22.1184
N 5.8434 28.1580 21.5581
H 4.0089 27.3934 23.0536
H 4.8840 26.9162 24.4796
H 4.5863 25.8529 23.1748
H 6.3138 28.3593 23.5044
H 7.6510 26.4140 23.8603
H 8.2370 27.1765 22.3986
H 9.0363 24.5830 21.9235
H 7.5953 23.6231 21.4734
H 8.0014 23.9583 23.1081
H 6.4887 28.9336 21.5126
H 5.0171 28.7357 21.6178
C 8.7103 26.5925 16.3295
C 8.8546 27.0141 14.9010
C 8.7825 25.8361 13.8766
O 9.8908 24.9455 14.2029
C 9.9275 23.8046 13.2413
N 7.8801 28.0675 14.7424
H 7.6658 26.4826 16.6212
H 9.1822 27.2688 17.0423
H 9.2103 25.6564 16.5779
H 9.8703 27.3892 14.7748
H 8.7985 26.2393 12.8641
H 7.9038 25.2191 14.0645
H 10.6698 24.0185 12.4724
H 8.8965 23.5362 13.0106
H 10.5130 22.9725 13.6325
H 7.9965 28.4096 13.7993
H 7.0251 27.5555 14.5786
*
```

Atom charges from the Löwdin analysis, given in e for atoms 1 to 99: -0.021 0.020 0.035 0.012 0.217 0.064 0.061 0.051 -0.148 -0.481 -0.415 0.042 0.036 0.066 0.058 0.078 -0.067 -0.411 -0.103 -0.205 -0.128 0.079 0.080 0.069 0.090 0.126 0.126 0.116 0.080 0.086 0.084 0.080 0.035 -0.008 -0.401 -0.232 -0.147 -0.129 0.050 0.070 0.052 0.074 0.119 0.115 0.087 0.083 0.087 0.092 0.063 0.045 -0.052 -0.385 -0.165 -0.219 -0.127 0.038 0.072 0.075 0.064 0.121 0.109 0.119 0.077 0.084 0.097 0.070 0.087 -0.055 -0.441 -0.169 -0.203 -0.071 0.062 0.069 0.085 0.076 0.137 0.130 0.128 0.092 0.050 0.085 0.103 0.096 -0.079 -0.445 -0.173 -0.210 -0.064 0.029 0.068 0.066 0.076 0.131 0.121 0.090 0.078 0.081 0.073